[1]
The following is a DFT calculation (ωB97M-V/def2-TZVPD) of one molecule with the formula H2.

Last column: Mulliken charge in e.
Positions of all 2 atoms, in Å:
H  0.36  -0.04  0.02  0.00
H  -0.36  0.04  -0.02  0.00

Its structure (SMILES) is [H][H]. The HOMO energy comes out at -14.59 eV. For the calculated total energy, the calculation gives -31.5834 eV. The calculation puts the energy above the lowest of the compared OMol25 structures with the same formula, charge and spin at 0.006 eV. As for the spin multiplicity: 1.



[2]
The following is a DFT calculation (ωB97M-V/def2-TZVPD) of C13H18Cl2N2O3S as an isolated structure.

Last column: Mulliken charge in e.
Positions of all 39 atoms, in Å:
C  3.01  -0.25  2.97  -1.30
C  1.51  -0.14  2.76  -0.65
C  1.06  -0.76  1.44  0.18
H  1.43  -1.79  1.36  0.57
C  -0.48  -0.78  1.37  0.26
O  -1.11  -1.61  1.99  -0.68
N  -0.98  0.19  0.60  0.04
H  -0.32  0.78  0.11  0.27
C  -2.39  0.36  0.24  1.41
C  -2.48  1.63  -0.61  -1.84
H  -1.80  1.58  -1.46  0.41
H  -2.22  2.50  -0.01  0.45
H  -3.50  1.76  -0.98  0.41
C  -3.22  0.52  1.51  -1.97
H  -3.13  -0.37  2.13  0.43
H  -4.27  0.66  1.26  0.44
H  -2.88  1.38  2.08  0.41
C  -2.87  -0.88  -0.54  -0.91
C  -2.07  -1.17  -1.80  -1.04
H  -1.01  -1.28  -1.58  0.12
H  -2.41  -2.11  -2.25  0.41
H  -2.19  -0.39  -2.54  0.29
H  -2.80  -1.74  0.13  0.40
H  -3.92  -0.74  -0.80  0.55
O  1.58  0.01  0.35  -0.48
C  2.16  -0.63  -0.66  0.65
O  2.51  -1.78  -0.67  -0.57
C  2.31  0.30  -1.82  0.39
N  1.44  1.27  -1.98  -0.20
S  1.72  2.13  -3.33  -0.06
C  3.10  1.19  -3.77  0.51
C  3.30  0.20  -2.83  -0.28
Cl  4.56  -0.94  -2.88  -0.15
Cl  4.03  1.48  -5.16  -0.17
H  0.98  -0.65  3.56  0.37
H  1.21  0.91  2.77  0.35
H  3.32  -1.29  2.97  0.34
H  3.30  0.20  3.91  0.43
H  3.55  0.26  2.17  0.27

The HOMO energy comes out at -9.56 eV. For the calculated total energy, the calculation gives -58776.9401 eV. The calculation puts the energy above the lowest of the compared OMol25 structures with the same formula, charge and spin at 0.000 eV. As for the spin multiplicity: 1.



[3]
The following is a DFT calculation (ωB97M-V/def2-TZVPD) of a 2-piece molecular cluster, C5H10O2 overall.

Last column: Mulliken charge in e.
Positions of all 17 atoms, in Å:
C  -0.44  1.44  0.82  -0.01
C  0.04  2.20  1.81  -0.84
C  -0.29  -2.23  -0.17  -0.40
O  -1.58  -2.69  -0.62  -0.54
C  -0.32  -0.72  -0.29  -0.39
C  0.23  0.18  0.53  -0.12
H  -1.39  1.61  0.35  0.32
H  0.91  1.91  2.38  0.24
H  -0.50  3.09  2.12  0.27
H  0.27  -2.71  -0.99  0.18
H  0.00  -2.52  0.84  0.35
H  -2.25  -2.97  -0.01  0.28
H  -1.03  -0.52  -1.08  0.41
H  1.08  -0.02  1.17  0.28
H  2.04  2.03  -2.40  0.31
H  1.17  0.81  -2.28  0.32
O  2.08  1.10  -2.17  -0.63

Its structure (SMILES) is C=C/C=C/CO.O. The HOMO energy comes out at -8.57 eV. For the calculated total energy, the calculation gives -9439.7890 eV. The calculation puts the energy above the lowest of the compared OMol25 structures with the same formula, charge and spin at 3.254 eV. As for the spin multiplicity: 1.



[4]
The following is a DFT calculation (ωB97M-V/def2-TZVPD) of C4H11Br4CaNO as an isolated structure.

Last column: Mulliken charge in e.
Positions of all 22 atoms, in Å:
Ca  16.98  15.57  -22.82  0.78
Br  16.36  15.71  -25.71  -0.77
Br  19.10  13.58  -23.26  -0.78
Br  17.53  16.43  -20.11  -0.77
Br  14.56  14.08  -22.17  -0.80
C  18.73  19.87  -23.34  -1.54
C  18.00  18.58  -22.95  0.57
C  16.55  18.73  -23.36  -0.76
O  15.80  17.58  -23.04  0.23
C  14.45  17.74  -23.35  -0.74
N  18.56  17.36  -23.56  -0.41
H  19.81  19.70  -23.35  0.40
H  18.54  20.68  -22.62  0.38
H  18.42  20.22  -24.33  0.34
H  18.04  18.43  -21.87  0.01
H  16.49  18.89  -24.45  0.43
H  16.11  19.60  -22.85  0.33
H  13.99  18.48  -22.68  0.27
H  13.98  16.77  -23.22  0.14
H  14.33  18.05  -24.40  0.31
H  18.49  17.42  -24.58  0.19
H  19.56  17.30  -23.36  0.21

The net charge is -2. The HOMO energy comes out at -1.99 eV. For the calculated total energy, the calculation gives -306482.2801 eV. The calculation puts the energy above the lowest of the compared OMol25 structures with the same formula, charge and spin at 0.000 eV. As for the spin multiplicity: 1.



[5]
The following is a DFT calculation (ωB97M-V/def2-TZVPD) of a 3-piece molecular cluster, CH3F2N2P overall.

Last column: Mulliken charge in e.
Positions of all 9 atoms, in Å:
C  2.22  -0.44  -1.11  -0.05
N  1.51  -1.12  -0.60  -0.26
N  -1.88  1.65  0.85  -0.41
F  -0.16  -1.68  1.07  -0.50
F  -0.91  0.60  -1.11  -0.39
P  -1.84  0.18  0.38  0.52
H  2.81  0.26  -1.65  0.29
H  0.48  -1.37  0.43  0.54
H  -2.21  1.92  1.74  0.25

Its structure (SMILES) is [H]/N=P/F.C#N.F. The HOMO energy comes out at -10.09 eV. For the calculated total energy, the calculation gives -18788.7367 eV. The calculation puts the energy above the lowest of the compared OMol25 structures with the same formula, charge and spin at 1.739 eV. As for the spin multiplicity: 1.



[6]
The following is a DFT calculation (ωB97M-V/def2-TZVPD) of C41H43F4N6O6PS2Si2Zr as an isolated structure.

Last column: Mulliken charge in e.
Positions of all 106 atoms, in Å:
Zr  0.53  0.11  -0.20  -0.48
N  -1.95  0.12  2.52  0.36
P  -0.35  -0.46  2.52  1.01
C  0.25  0.29  4.06  0.78
C  1.61  0.54  4.21  -0.45
C  2.11  1.03  5.41  -0.78
C  1.25  1.28  6.47  -0.56
C  -0.11  1.02  6.34  -0.92
C  -0.60  0.51  5.14  -0.51
C  -0.45  -2.20  3.02  0.65
C  -1.63  -2.78  3.47  -0.57
C  -1.63  -4.09  3.92  -0.67
C  -0.44  -4.82  3.95  -0.82
C  0.74  -4.23  3.50  -0.40
C  0.73  -2.93  3.02  -0.42
C  -2.78  -0.28  1.49  -0.27
C  -4.16  -0.08  1.49  -1.05
C  -4.89  -0.66  0.47  -0.65
C  -4.25  -1.44  -0.49  -1.06
C  -2.88  -1.56  -0.42  -1.03
N  -2.15  -0.95  0.52  1.09
H  -2.27  0.82  3.16  0.31
H  2.30  0.33  3.41  0.60
H  3.17  1.21  5.51  0.46
H  1.64  1.67  7.40  0.41
H  -0.78  1.19  7.17  0.43
H  -1.65  0.27  5.08  0.37
H  -2.56  -2.22  3.46  0.34
H  -2.55  -4.55  4.27  0.44
H  -0.43  -5.83  4.31  0.37
H  1.66  -4.79  3.52  0.50
H  1.65  -2.49  2.65  0.19
H  -4.63  0.49  2.27  0.55
H  -5.97  -0.53  0.44  0.44
H  -4.81  -1.95  -1.26  0.53
H  -2.32  -2.15  -1.13  0.78
C  4.74  -0.35  -2.24  -1.65
Si  3.51  -1.32  -1.18  0.81
C  2.52  -2.34  -2.42  -0.86
C  4.29  -2.52  0.02  -1.13
N  2.60  -0.11  -0.17  1.43
C  3.42  0.78  0.54  1.26
C  4.82  0.82  0.59  -0.88
C  5.49  1.80  1.32  -1.07
C  4.81  2.77  2.03  -0.87
C  3.42  2.74  2.05  -0.56
C  2.82  1.75  1.33  -0.53
F  1.43  1.64  1.40  -0.21
H  4.61  -0.62  -3.29  0.61
H  5.78  -0.56  -1.98  0.41
H  4.61  0.73  -2.16  0.40
H  2.98  -2.23  -3.40  0.64
H  1.46  -2.15  -2.51  -0.04
H  2.62  -3.38  -2.12  0.20
H  4.93  -3.22  -0.51  0.40
H  3.48  -3.09  0.48  0.06
H  4.87  -2.05  0.81  0.37
H  5.42  0.10  0.06  0.35
H  6.57  1.80  1.31  0.44
H  5.35  3.54  2.58  0.44
H  2.82  3.45  2.60  0.59
F  -2.50  3.02  -1.95  -0.23
C  -1.24  3.44  -2.07  0.59
F  -1.23  4.76  -2.16  -0.21
F  -0.70  2.92  -3.16  -0.18
S  -0.27  2.92  -0.56  0.99
O  -0.21  4.05  0.29  -0.63
O  0.98  2.34  -1.06  -0.45
O  -1.02  1.73  -0.03  -0.47
C  -0.22  -5.39  -2.48  -0.96
Si  0.03  -5.13  -0.65  -0.48
C  -1.46  -5.72  0.31  -0.77
C  1.60  -5.96  -0.05  -0.80
C  0.21  -3.31  -0.38  -0.47
C  0.36  -2.10  -0.25  1.52
H  -0.22  -6.45  -2.73  0.38
H  0.57  -4.91  -3.06  0.30
H  -1.17  -4.97  -2.80  0.29
H  -1.79  -6.70  -0.04  0.43
H  -2.29  -5.02  0.20  0.22
H  -1.24  -5.80  1.38  0.13
H  1.49  -7.04  -0.04  0.43
H  1.83  -5.63  0.97  0.17
H  2.45  -5.71  -0.69  0.29
O  1.52  -0.41  -10.82  -0.67
S  1.75  0.24  -9.55  1.19
O  2.69  -0.42  -8.67  -0.67
O  1.86  1.69  -9.60  -0.68
C  0.16  0.07  -8.65  -0.01
N  -0.99  0.00  -9.33  -0.48
C  -2.10  -0.05  -8.61  -0.38
C  -2.10  -0.03  -7.22  -0.65
C  -0.86  0.05  -6.62  0.42
N  0.26  0.11  -7.33  -0.25
C  -0.64  0.08  -5.15  1.13
C  -1.66  -0.04  -4.21  -1.03
C  -1.35  -0.02  -2.87  -1.32
N  -0.09  0.09  -2.42  1.89
C  0.89  0.24  -3.33  -1.45
C  0.66  0.23  -4.68  -0.87
H  -3.03  -0.11  -9.16  0.41
H  -3.03  -0.07  -6.67  0.37
H  -2.70  -0.13  -4.50  0.35
H  -2.12  -0.08  -2.12  0.62
H  1.89  0.38  -2.94  0.58
H  1.47  0.34  -5.39  0.82

The HOMO energy comes out at -7.08 eV. For the calculated total energy, the calculation gives -123309.4747 eV. The calculation puts the energy above the lowest of the compared OMol25 structures with the same formula, charge and spin at 1.020 eV. As for the spin multiplicity: 1.



Number 1: strongest force on any atom 0.67 eV Å⁻¹. Number 2: strongest force on any atom 0.93 eV Å⁻¹. Number 3: strongest force on any atom 1.51 eV Å⁻¹. Number 4: strongest force on any atom 1.37 eV Å⁻¹. Number 5: strongest force on any atom 5.16 eV Å⁻¹. Number 6: strongest force on any atom 0.50 eV Å⁻¹.